Entry 1:
Below is a structure of composition C46H45N15PPbS2, with properties calculated with ωB97M-V/def2-TZVPD.

```
110
Properties=species:S:1:pos:R:3:forces:R:3
Pb 0.2271 -1.0308 0.3818 0.03 -0.05 0.13
S 6.9589 -1.5146 4.8087 0.00 0.00 0.01
S -0.4423 -3.5537 1.6947 -0.02 0.01 -0.02
P -2.0232 3.0936 -0.5697 -0.02 0.06 -0.01
N -2.4783 -1.2685 -1.5412 -0.03 0.05 -0.01
N 6.4703 -2.3986 3.5558 0.00 0.01 0.00
N -1.6853 -0.7074 2.6396 0.04 0.06 0.01
N 5.7096 -0.5087 4.9392 0.01 -0.01 -0.01
N -3.7353 5.3394 -0.6628 0.00 0.00 0.01
N 0.6910 -1.9494 -2.0146 0.00 0.02 -0.01
N 1.6080 -0.1273 2.3793 0.00 -0.01 0.00
N -2.4729 4.8639 -2.6844 0.00 0.00 -0.01
N -2.8284 -0.2476 -3.6654 0.04 -0.04 -0.01
N 2.4220 -2.2491 0.8853 -0.01 -0.01 -0.02
N -0.6823 0.5641 -3.0717 0.00 -0.01 -0.02
N -0.3762 -2.0688 4.0263 -0.01 0.00 0.00
N 1.1676 -3.5739 3.8837 0.00 -0.01 0.01
N -4.3462 3.4538 -2.0775 -0.01 0.01 0.00
N 2.2712 0.0468 -0.9408 0.00 -0.01 -0.04
C -3.5749 2.4357 -1.3581 0.02 0.01 0.00
C 4.1078 -0.4894 -2.4329 0.02 -0.01 -0.01
C 1.1756 0.9030 3.0937 0.00 0.00 0.00
C 5.2903 -1.9219 3.1892 -0.01 -0.02 -0.02
C 0.1299 -3.0379 3.2117 0.01 0.01 0.01
C 4.8749 -3.4926 1.2891 0.00 0.00 -0.01
C -1.5775 -1.3344 3.7994 -0.02 -0.03 0.00
C -3.8485 0.0474 3.3254 -0.01 -0.01 0.00
C 0.3559 -2.0162 5.2049 0.00 0.00 0.00
C 3.5844 -0.1898 3.7247 0.02 -0.01 0.02
C 2.9893 1.0299 -0.4475 0.01 -0.02 0.01
C 1.8984 1.4500 4.1502 0.00 -0.01 0.00
C 2.5618 -2.5552 -3.4783 0.02 0.00 -0.01
C -2.9878 -2.0647 -0.5813 -0.02 0.00 -0.01
C 2.8001 -0.7090 -1.9486 -0.03 0.00 0.01
C 3.1181 0.8949 4.4692 0.00 0.01 0.00
C -2.9446 5.9101 -1.8530 0.00 -0.01 0.00
C 3.8825 -2.3541 -3.9354 -0.01 0.00 0.00
C -3.7078 -0.6040 4.5419 -0.02 0.01 -0.01
C 0.3805 1.3142 -3.4239 -0.01 0.01 0.00
C 1.3164 -2.9528 5.1106 0.00 0.00 0.00
C -2.8452 4.5542 0.2590 -0.02 -0.02 -0.01
C 2.7941 -3.2896 0.1520 -0.01 -0.01 -0.02
C 4.8544 -0.8384 3.9831 -0.02 0.02 0.00
C -2.5494 -1.3218 4.7867 0.01 -0.03 -0.01
C 4.6389 -1.3355 -3.4360 -0.01 0.00 0.00
C 0.4961 1.9977 -4.6108 0.01 -0.01 0.01
C -2.8160 -0.0384 2.4082 0.01 -0.01 0.00
C 4.8435 0.5804 -1.8727 0.00 0.01 0.01
C 2.0165 -1.7529 -2.5146 -0.01 -0.01 0.01
C 4.2846 1.3492 -0.8917 0.00 -0.02 -0.01
C -1.6827 0.4846 -3.9430 -0.03 0.01 0.03
C -1.6607 1.1531 -5.1829 0.02 0.02 -0.01
C -4.9886 -2.4806 -1.7794 0.00 0.00 0.01
C 4.0199 -3.9322 0.3043 0.00 0.01 0.00
C -4.2120 -2.6873 -0.6414 0.00 0.00 0.00
C 1.9304 -4.7326 3.4332 0.00 0.00 -0.01
C 4.4781 -2.4255 2.0982 0.03 -0.01 0.01
C -3.2364 -1.0758 -2.6144 0.02 -0.01 0.00
C -1.4305 4.0505 -2.0548 -0.03 -0.04 0.01
C -4.8670 4.4639 -1.2276 0.01 -0.02 -0.01
C 3.2426 -1.8145 1.8569 0.03 -0.01 -0.03
C -4.5010 -1.6665 -2.7717 0.00 0.00 -0.02
C -0.5620 1.9065 -5.5162 -0.02 0.00 -0.01
C -3.5847 4.0526 -3.1739 0.00 0.00 0.01
C 2.7959 -0.6772 2.6760 0.00 0.03 0.02
H 2.0855 -3.2395 5.8061 0.00 0.00 0.00
H 5.8363 -3.9596 1.4607 0.00 0.00 0.00
H -4.4951 -0.5727 5.2828 0.00 0.00 0.00
H -5.5223 5.1383 -1.7789 0.00 0.00 0.00
H -2.3686 -2.2194 0.2954 0.02 0.00 0.01
H 0.2084 1.3064 2.8142 0.00 0.00 0.00
H 2.5367 1.6047 0.3548 0.00 0.00 0.00
H 4.2759 -4.7644 -0.3361 0.00 0.00 0.00
H -5.9566 -2.9513 -1.8872 0.00 0.00 0.00
H -2.0885 5.2348 0.6510 0.00 0.01 0.00
H 0.1286 -1.3149 5.9879 0.00 0.00 0.00
H 1.3815 2.5764 -4.8311 0.00 0.00 0.00
H 2.0807 -3.6387 -0.5824 0.00 0.00 0.00
H -3.6374 6.5569 -2.3915 0.00 0.00 0.00
H -4.5435 -3.3223 0.1676 0.00 0.00 0.00
H -2.1281 6.5009 -1.4398 0.00 0.00 0.00
H -3.1921 3.2614 -3.8114 0.00 0.01 0.00
H -3.2946 1.6468 -2.0569 0.00 0.00 0.01
H 4.2805 -3.0061 -4.7007 0.00 0.00 0.00
H -4.2069 1.9715 -0.5967 -0.01 0.01 -0.01
H -4.7475 0.5989 3.0891 0.00 0.00 0.00
H -4.2514 4.6832 -3.7636 0.00 0.00 0.00
H -0.5204 2.4150 -6.4705 0.00 0.00 0.00
H -2.8870 0.4416 1.4370 0.00 0.01 0.00
H -3.4568 4.2133 1.0955 0.00 0.01 0.01
H -5.3994 4.0423 -0.3758 0.00 0.00 0.00
H 1.5038 2.2922 4.7006 0.00 0.00 0.00
H -4.1506 6.1163 -0.1459 -0.01 0.00 0.00
H 5.8462 0.7784 -2.2313 0.00 0.00 0.00
H 0.0542 -1.2147 -2.3520 0.01 0.01 0.00
H -2.4125 -1.8805 5.7022 0.00 0.00 0.00
H 2.3396 -4.5453 2.4444 -0.01 0.00 0.00
H 5.6447 -1.1615 -3.7960 0.00 0.00 0.00
H 0.3117 -2.8396 -2.3202 0.00 0.01 -0.01
H 1.2842 -5.6069 3.3878 0.00 0.00 0.01
H -5.0788 -1.4856 -3.6695 0.00 0.00 0.00
H 2.7346 -4.9075 4.1425 0.00 0.00 0.00
H 1.9678 -3.3524 -3.9105 0.00 0.00 0.00
H 4.8181 2.1776 -0.4476 0.00 0.00 0.00
H -0.5936 4.6894 -1.7651 0.00 0.01 0.00
H 1.1734 1.3639 -2.6884 0.00 -0.01 0.00
H -3.4814 -0.2533 -4.4320 0.00 0.00 -0.01
H 3.7241 1.2790 5.2801 0.00 0.00 0.00
H -1.0502 3.3434 -2.7925 0.02 0.00 0.00
H -2.4922 1.0534 -5.8697 0.00 0.00 0.00
```
Forces are in eV/Å.

LUMO energy (Ha): -0.2529
Multiplicity: 1
Net charge: +3
Strongest force on any atom (eV Å⁻¹): 0.14
Gap between HOMO and LUMO (eV): 7.55


Entry 2:
Below is a structure of composition C46H46ClN2O5PSe2W, with properties calculated with ωB97M-V/def2-TZVPD.

```
104
Properties=species:S:1:pos:R:3:forces:R:3
W -0.6615 -1.7080 -0.0120 1.49 0.73 0.38
Se -1.6904 -4.0340 0.0335 -0.90 -0.01 0.06
Se 1.4450 -2.9687 -0.7797 -0.15 0.37 -0.96
Cl -7.1521 -0.0761 -1.5208 0.10 -0.08 0.11
P 0.4266 0.0890 -1.6190 -0.25 0.29 0.58
O -3.0924 -2.0034 -1.6976 -0.15 0.25 -0.32
O 0.2910 -3.2895 2.1759 0.22 0.22 0.35
O -0.4623 0.9419 0.8299 -1.22 0.75 -1.69
O 0.7808 -0.7887 1.4162 -1.41 -0.46 -1.81
O 1.7109 -7.3937 0.2051 -0.08 0.10 -0.89
N -1.7298 -1.8415 -1.8643 0.84 -1.08 -1.33
N -0.9216 2.7483 2.8857 -0.55 1.01 -0.35
C -0.3755 -5.4409 0.0321 0.34 -0.24 -0.34
C 0.8023 -5.2761 0.9838 0.20 -0.41 0.19
C 1.8945 -0.6850 -5.3314 0.13 0.06 -0.15
C 0.0051 -1.7964 -3.5921 0.30 0.04 -0.81
C -0.1264 1.8697 3.5657 0.88 -0.09 1.98
C -1.8366 1.6175 -2.2059 -0.06 0.16 0.04
C 1.3758 -6.6584 1.3466 -0.29 0.09 0.38
C -3.6495 0.2457 0.4064 -0.45 0.19 -0.26
C 0.5812 0.8450 3.0094 0.23 -1.17 -2.75
C 4.7110 1.2045 -0.3608 -0.03 -0.08 -0.21
C 1.9138 -4.4495 0.3550 0.52 -0.55 0.14
C 1.5240 0.0756 5.0529 0.01 0.19 0.10
C -1.7932 3.8516 -3.1294 -0.38 -0.31 0.00
C 0.2831 0.3812 1.5986 1.68 -0.95 2.82
C 0.3400 -2.4374 -4.7728 0.72 0.21 -0.67
C -0.0002 1.9537 4.9780 -0.53 0.36 -0.61
C 4.4794 0.1270 -1.2056 -0.27 0.09 0.17
C -2.1507 -1.3681 1.5904 -0.67 -0.17 0.60
C -1.5046 5.0030 0.0514 0.15 -0.21 0.16
C 1.3130 -1.9072 -5.6102 -0.28 -0.51 -0.39
C -0.4539 1.6458 -2.0518 0.24 -0.08 0.01
C -2.4996 2.7184 -2.7365 0.16 -0.14 0.10
C 1.8722 3.7456 2.4309 0.03 -0.04 0.07
C -1.6711 4.0252 1.0155 0.62 0.45 -0.16
C 2.1145 0.5828 -1.1467 -0.16 0.07 -0.20
C 0.2451 2.7935 -2.4272 0.08 -0.22 -0.24
C 0.3958 -4.6910 2.3311 -0.32 0.17 -0.33
C -4.7776 0.5235 -0.3586 0.02 0.40 0.18
C -0.4219 3.8778 -2.9812 0.29 -0.08 0.04
C -1.2469 -2.2189 -3.0292 -1.72 1.38 2.00
C 1.4106 -0.0460 3.6914 0.36 0.40 1.32
C -0.2302 5.5005 -0.2034 0.05 -0.25 0.35
C 3.1863 -0.1814 -1.5968 0.16 -0.29 -0.01
C 2.2521 5.5906 0.1581 -0.75 0.09 0.01
C 2.3509 1.6782 -0.3212 -0.14 0.07 0.28
C -5.6211 -1.6765 0.0783 0.54 0.27 0.31
C 1.5612 -0.0350 -4.1617 -0.19 -0.17 0.22
C 0.7872 1.0813 5.6824 -0.07 -0.11 0.10
C 0.6986 4.1094 1.5571 0.44 0.44 -0.52
C -0.5827 3.6133 1.7885 -0.31 -0.44 0.32
C 3.6486 1.9837 0.0685 -0.06 -0.02 -0.17
C 0.8773 5.0445 0.5070 -0.25 -0.03 0.08
C -3.4681 -1.0026 0.9934 0.18 -0.33 -0.32
C -5.7573 -0.4359 -0.5268 0.12 -0.14 0.03
C -4.4875 -1.9513 0.8446 -0.43 0.37 -0.34
C 0.6624 -0.6065 -3.2700 0.22 -0.10 0.35
H 1.5196 2.2833 0.0467 0.22 -0.16 -0.21
H -6.3697 -2.4267 -0.0501 -0.43 -0.33 -0.07
H -0.0278 -5.5833 -0.9960 0.06 -0.07 0.26
H -0.1646 -3.3431 -5.0586 -0.15 -0.22 -0.03
H 1.1535 -4.9409 3.0781 0.07 0.05 0.09
H 2.1565 -0.5922 5.6208 0.01 0.02 0.07
H -3.5724 2.6653 -2.8470 -0.12 0.10 -0.03
H -2.4064 0.7483 -1.9001 0.01 -0.01 -0.06
H -2.3299 4.6932 -3.5463 0.06 0.05 -0.04
H 0.6382 -7.1988 1.9532 -0.12 0.00 0.00
H 1.5660 3.8466 3.4632 0.02 -0.13 0.39
H 3.8298 2.8471 0.6895 0.03 0.01 0.12
H -1.9809 -2.6026 -3.7301 0.05 -0.28 -0.03
H -2.3154 -2.2684 2.1875 0.32 0.00 -0.04
H -0.0886 6.2484 -0.9638 0.03 0.17 -0.22
H 2.7057 6.0885 1.0091 0.15 0.08 0.10
H -0.5641 -5.1112 2.6412 -0.08 -0.10 0.09
H 2.2195 2.7159 2.2933 -0.11 0.17 0.04
H 2.5889 -4.0673 1.1201 -0.03 -0.02 0.12
H -1.5846 3.1974 3.4998 -0.06 0.02 -0.07
H 2.6038 -0.2453 -6.0208 -0.01 0.00 0.01
H 5.7156 1.4461 -0.0514 0.14 0.03 0.04
H 1.9730 -0.8201 3.1889 -0.25 0.17 -0.22
H -3.3481 -2.8691 -2.0495 0.15 -0.24 0.07
H -2.8867 1.0069 0.5091 0.11 -0.01 0.05
H 0.8265 1.1774 6.7476 0.06 0.07 0.48
H 2.2499 -6.5082 1.9735 0.36 0.10 0.20
H 2.7327 4.4065 2.3024 -0.22 -0.04 -0.16
H 3.0204 -1.0533 -2.2273 0.06 0.29 0.17
H -4.3895 -2.9385 1.2742 0.12 -0.02 0.09
H 1.3265 2.8271 -2.3398 -0.12 0.03 0.04
H 2.0089 0.9127 -3.9090 0.14 0.11 0.00
H -0.9513 -6.3158 0.3272 -0.08 -0.13 -0.05
H 0.1563 4.7345 -3.2996 -0.04 0.10 0.03
H 2.0491 -8.2567 0.4363 0.06 -0.17 0.21
H 2.9029 4.7889 -0.1627 0.30 -0.18 -0.10
H 2.1709 6.3196 -0.6521 0.02 -0.11 0.07
H -1.8532 -0.5765 2.2834 0.25 0.02 -0.09
H 0.2654 -2.8611 3.0345 -0.05 0.18 0.08
H 2.4972 -5.1208 -0.2920 -0.16 0.27 0.09
H 1.5592 -2.4295 -6.5330 0.01 0.08 0.21
H -2.3602 5.3493 -0.5150 0.06 0.01 -0.02
H -2.6296 3.5862 1.1981 -0.42 -0.19 0.11
H -0.5630 2.7363 5.4747 0.07 -0.01 0.21
H -4.9062 1.5049 -0.8079 0.04 -0.13 0.01
H 5.2807 -0.5011 -1.5510 0.28 -0.06 -0.03
```
Forces are in eV/Å.

LUMO energy (spin up / spin down) (Ha): -0.0256 / -0.0332
Multiplicity: 3
⟨S²⟩: 2.03
Strongest force on any atom (eV Å⁻¹): 3.42
Gap between HOMO and LUMO (spin up / spin down) (eV): 5.60 / 6.11